13
Properties=species:S:1:pos:R:3:mulliken_charge:R:1 method="wB97M-V/def2-TZVPD" smiles="CN1C[C@H]1C=O" orbital_gap_ha=0.383 molar_mass_da=85.106 homo_ev=-9.536 e_tot_ha=-286.54263
C 1.716 0.298 -0.369 -0.794
N 0.264 0.309 -0.556 -0.290
C -0.577 1.091 0.310 -0.399
C -0.564 -0.398 0.422 0.085
C -1.580 -1.303 -0.203 -0.270
O -1.791 -2.443 0.155 -0.478
H 2.021 1.214 0.143 0.300
H 2.250 0.259 -1.323 0.258
H 2.010 -0.593 0.196 0.292
H -0.133 1.640 1.148 0.308
H -1.403 1.611 -0.170 0.234
H -0.126 -0.818 1.330 0.436
H -2.088 -0.866 -1.082 0.317